[1]
{
  "formula": "C6H15NO",
  "method": "ωB97M-V/def2-TZVPD",
  "symbols": ["C", "N", "C", "O", "H", "H", "H", "H", "H", "H", "H", "C", "C", "C", "C", "H", "H", "H", "H", "H", "H", "H", "H"],
  "coordinates": [[-0.354, 0.266, 1.561], [1.017, 0.574, 1.113], [1.970, 0.584, 2.202], [3.262, 0.791, 1.681], [-0.353, -0.752, 1.914], [-1.018, 0.446, 0.705], [-0.656, 0.935, 2.386], [1.103, 1.515, 0.648], [1.886, 1.378, 2.957], [1.901, -0.393, 2.707], [3.312, 0.076, 1.025], [-2.930, -1.452, -1.091], [-1.549, -1.405, -1.763], [-1.278, -0.014, -2.297], [-0.145, 0.694, -2.020], [-3.642, -0.880, -1.741], [-3.343, -2.447, -1.049], [-2.909, -0.981, -0.119], [-1.566, -2.105, -2.604], [-0.778, -1.690, -1.033], [-2.112, 0.495, -2.789], [-0.021, 1.774, -2.389], [0.691, 0.247, -1.420]],
  "lowdin_charge": [-0.120, -0.128, -0.359, -0.061, 0.074, 0.060, 0.080, 0.130, 0.124, 0.121, 0.089, -0.116, -0.273, -0.206, -0.029, 0.081, 0.059, 0.054, 0.104, 0.102, 0.092, 0.073, 0.050],
  "smiles": "C=CCC.CNCO",
  "total_energy_ha": -367.5446,
  "gap_ha": 0.3794,
  "e_homo_ha": -0.3420,
  "max_force_ev_per_a": 2.28,
  "lumo_energy_ev": 1.018,
  "e_above_lowest_ev": 2.358
}

[2]
{
  "formula": "C2H4O3P",
  "method": "ωB97M-V/def2-TZVPD",
  "symbols": ["C", "C", "O", "O", "O", "P", "H", "H", "H", "H"],
  "coordinates": [[-0.467, -0.692, 0.785], [0.680, -0.571, -0.206], [-0.882, 1.212, -1.957], [-1.010, 0.593, 0.596], [0.544, 2.382, -0.135], [-0.106, 1.154, -0.674], [-1.200, -1.412, 0.516], [-0.108, -0.764, 1.797], [1.666, -0.574, 0.181], [0.882, -1.329, -0.903]],
  "lowdin_charge": [-0.319, -0.184, -0.399, -0.267, -0.391, 0.310, 0.086, 0.092, 0.040, 0.032],
  "total_energy_ha": -645.8018,
  "gap_ha": 0.3244,
  "charge": -1,
  "e_homo_ha": -0.1679,
  "max_force_ev_per_a": 2.22,
  "lumo_energy_ev": 4.258,
  "e_above_lowest_ev": 0.071
}

[3]
{
  "formula": "C4H9NOS",
  "method": "ωB97M-V/def2-TZVPD",
  "symbols": ["C", "C", "C", "C", "N", "O", "S", "H", "H", "H", "H", "H", "H", "H", "H", "H"],
  "coordinates": [[-1.819, -0.331, 0.603], [-1.981, -1.611, 0.383], [-1.235, 0.595, -0.387], [-2.239, -2.859, 0.213], [3.996, 0.869, 0.552], [2.793, -1.026, -1.187], [2.479, 0.112, 0.172], [-2.306, 0.064, 1.448], [-1.024, 0.092, -1.306], [-0.381, 1.006, 0.075], [-2.142, 1.176, -0.767], [-3.278, -3.088, -0.110], [2.748, -1.909, -0.916], [-1.490, -3.720, 0.331], [4.651, 0.309, 0.922], [4.270, 1.646, 0.029]],
  "lowdin_charge": [-0.187, -0.143, -0.111, -0.027, -0.288, -0.446, 0.833, 0.091, 0.066, 0.022, 0.108, 0.065, -0.036, 0.082, -0.034, 0.004],
  "smiles": "C=C=CC.NSO",
  "total_energy_ha": -685.8584,
  "gap_ha": 0.3562,
  "e_homo_ha": -0.3312,
  "max_force_ev_per_a": 5.68,
  "lumo_energy_ev": 0.681,
  "e_above_lowest_ev": 4.368
}

[4]
{
  "formula": "C4H5Cl2OP",
  "method": "ωB97M-V/def2-TZVPD",
  "symbols": ["C", "C", "C", "C", "O", "P", "Cl", "Cl", "H", "H", "H", "H", "H"],
  "coordinates": [[-0.233, 1.494, 0.678], [-1.196, 0.702, 0.302], [-0.950, -0.596, -0.486], [0.433, -1.180, -0.157], [2.560, -0.111, 1.525], [1.619, 0.126, 0.411], [-2.910, 1.231, 0.214], [2.506, 0.886, -1.140], [-0.307, 2.510, 0.992], [-1.781, -1.248, -0.232], [-0.783, -0.250, -1.493], [0.253, -2.068, 0.468], [0.791, -1.497, -1.083]],
  "lowdin_charge": [-0.071, -0.754, -0.260, -0.291, -0.394, 0.349, 0.591, 0.420, 0.047, 0.104, 0.108, 0.108, 0.044],
  "total_energy_ha": -1492.3774,
  "gap_ha": 0.3838,
  "e_homo_ha": -0.3683,
  "max_force_ev_per_a": 4.74,
  "lumo_energy_ev": 0.420,
  "e_above_lowest_ev": 0.980
}

[5]
{
  "formula": "C3HEuO2",
  "method": "ωB97M-V/def2-TZVPD",
  "symbols": ["C", "H", "C", "O", "C", "Eu", "O"],
  "coordinates": [[-2.477, 0.790, -0.297], [-3.399, 1.345, -0.324], [-1.447, 0.170, -0.278], [-0.135, -0.503, -0.433], [0.923, -0.259, 0.209], [4.508, -0.831, 0.931], [2.027, -0.713, 0.193]],
  "lowdin_charge": [0.327, 0.122, 0.067, 0.301, 0.047, 2.006, 0.130],
  "total_energy_ha": -974.2589,
  "gap_ha": [0.2248, 0.2182],
  "charge": 3,
  "e_homo_ha": [-0.8369, -0.8362],
  "max_force_ev_per_a": 5.91,
  "multiplicity": 8,
  "lumo_energy_ev": [-16.656, -16.817]
}

[6]
{
  "formula": "C40H41GeI2NOPtTe",
  "method": "ωB97M-V/def2-TZVPD",
  "symbols": ["Pt", "C", "C", "C", "C", "C", "C", "C", "C", "H", "H", "H", "H", "H", "I", "I", "Ge", "C", "C", "C", "C", "C", "C", "C", "C", "C", "C", "C", "C", "H", "H", "H", "H", "H", "H", "H", "H", "H", "H", "H", "C", "C", "O", "N", "Te", "C", "C", "C", "C", "C", "C", "C", "C", "C", "C", "C", "C", "C", "C", "C", "C", "C", "C", "H", "H", "H", "H", "H", "H", "H", "H", "H", "H", "H", "H", "H", "H", "H", "H", "H", "H", "H", "H", "H", "H", "H", "H", "H"],
  "coordinates": [[-0.342, -0.094, 0.004], [1.557, 0.262, 0.195], [2.755, 0.515, 0.319], [4.109, 0.792, 0.455], [5.036, 0.371, -0.542], [6.382, 0.618, -0.375], [6.827, 1.281, 0.779], [5.930, 1.719, 1.764], [4.581, 1.484, 1.609], [4.659, -0.135, -1.421], [7.100, 0.307, -1.121], [7.887, 1.460, 0.911], [6.306, 2.236, 2.636], [3.860, 1.809, 2.347], [-0.776, -1.747, 2.696], [0.524, -0.247, 4.456], [-1.185, 2.432, -0.505], [-0.629, 2.716, -2.301], [-0.018, 3.929, -2.618], [0.353, 4.192, -3.929], [0.129, 3.237, -4.912], [-0.464, 2.017, -4.593], [-0.837, 1.751, -3.288], [-1.177, 3.704, 0.912], [-0.607, 3.475, 2.163], [-0.725, 4.431, 3.158], [-1.415, 5.612, 2.907], [-1.985, 5.845, 1.661], [-1.869, 4.893, 0.661], [-0.442, 1.231, 0.804], [0.153, 4.678, -1.852], [0.811, 5.138, -4.183], [0.415, 3.444, -5.936], [-0.636, 1.282, -5.368], [-1.307, 0.805, -3.045], [-0.064, 2.559, 2.376], [-0.283, 4.259, 4.131], [-1.507, 6.356, 3.686], [-2.518, 6.767, 1.469], [-2.316, 5.087, -0.309], [-4.712, 0.243, -0.618], [-3.248, 0.529, -0.504], [-2.932, 1.795, -0.569], [-2.327, -0.356, -0.364], [-2.875, -2.852, -0.053], [-2.312, -3.078, -2.043], [-3.255, -3.276, -3.062], [-4.751, -3.322, -2.876], [-2.769, -3.442, -4.357], [-1.415, -3.400, -4.665], [-0.925, -3.606, -6.066], [-0.511, -3.138, -3.630], [-0.935, -2.967, -2.328], [0.087, -2.623, -1.282], [-4.388, -4.238, 0.176], [-4.318, -5.521, -0.414], [-3.122, -6.065, -1.156], [-5.391, -6.364, -0.203], [-6.522, -5.987, 0.531], [-7.677, -6.919, 0.701], [-6.541, -4.722, 1.125], [-5.497, -3.839, 0.967], [-5.568, -2.482, 1.615], [-5.192, 1.045, -1.173], [-5.150, 0.214, 0.381], [-4.881, -0.709, -1.116], [-5.100, -2.796, -1.989], [-5.109, -4.351, -2.804], [-5.237, -2.870, -3.740], [-3.484, -3.607, -5.155], [-1.744, -3.809, -6.753], [-0.227, -4.444, -6.108], [-0.390, -2.722, -6.420], [0.548, -3.075, -3.855], [1.101, -2.876, -1.585], [-0.083, -3.043, -0.295], [0.139, -1.501, -1.238], [-2.182, -5.611, -0.842], [-3.215, -5.928, -2.235], [-3.042, -7.134, -0.968], [-5.343, -7.373, -0.596], [-7.459, -7.916, 0.326], [-8.548, -6.533, 0.164], [-7.964, -6.988, 1.751], [-7.396, -4.435, 1.727], [-6.256, -2.497, 2.458], [-5.929, -1.726, 0.915], [-4.597, -2.154, 2.007]],
  "lowdin_charge": [0.760, -0.163, -0.031, -0.197, 0.027, -0.011, 0.031, -0.010, 0.028, 0.131, 0.129, 0.136, 0.129, 0.128, 0.187, 0.195, 1.065, -0.312, -0.090, -0.044, -0.036, -0.056, -0.112, -0.305, -0.113, -0.052, -0.033, -0.042, -0.093, -0.050, 0.109, 0.122, 0.122, 0.113, 0.090, 0.060, 0.117, 0.123, 0.123, 0.116, 0.021, -0.594, -0.112, -0.197, 1.759, -0.383, -0.275, -0.031, 0.025, -0.213, -0.014, 0.019, -0.300, -0.089, -0.394, -0.282, -0.030, 0.028, -0.195, -0.009, 0.023, -0.291, -0.059, 0.110, 0.098, 0.061, 0.047, 0.100, 0.102, 0.139, 0.091, 0.103, 0.098, 0.139, 0.111, 0.028, 0.001, 0.066, 0.094, 0.102, 0.140, 0.092, 0.108, 0.103, 0.142, 0.103, 0.072, 0.055],
  "total_energy_ha": -4737.4087,
  "gap_ha": [0.2008, 0.1900],
  "charge": 3,
  "e_homo_ha": [-0.5835, -0.5858],
  "max_force_ev_per_a": 1.35,
  "multiplicity": 2,
  "lumo_energy_ev": [-10.416, -10.771],
  "e_above_lowest_ev": 0.000
}

[7]
{
  "formula": "C3H16O4S",
  "method": "ωB97M-V/def2-TZVPD",
  "symbols": ["C", "C", "C", "S", "H", "H", "H", "H", "H", "H", "H", "H", "H", "H", "O", "H", "H", "O", "H", "H", "O", "H", "H", "O"],
  "coordinates": [[2.637, -0.925, 1.365], [1.588, -0.818, 2.464], [0.173, -0.885, 1.892], [-1.020, -1.908, 2.793], [3.121, 0.014, 1.272], [2.280, -1.231, 0.349], [3.334, -1.759, 1.632], [1.701, -1.638, 3.242], [1.714, 0.139, 2.930], [0.389, -1.343, 0.872], [-0.217, 0.079, 1.611], [-1.642, -2.366, 1.661], [-1.302, -2.134, -3.357], [-0.995, -1.281, -2.243], [-1.334, -1.198, -3.135], [-1.119, 3.690, -1.499], [-1.055, 2.256, -2.174], [-0.721, 2.803, -1.505], [0.389, 2.375, 0.374], [-0.560, 1.336, 0.062], [-0.316, 1.876, 0.770], [-2.942, 0.697, -2.620], [-1.809, 0.910, -3.739], [-2.295, 1.311, -3.016]],
  "lowdin_charge": [-0.121, -0.323, -0.618, 0.675, 0.052, 0.074, 0.082, 0.107, 0.090, 0.067, 0.015, -0.145, 0.052, 0.040, -0.045, 0.071, -0.046, -0.051, 0.035, -0.011, -0.050, 0.071, 0.041, -0.061],
  "smiles": "CCCS.O.O.O.O",
  "total_energy_ha": -822.9869,
  "gap_ha": 0.3185,
  "e_homo_ha": -0.3182,
  "max_force_ev_per_a": 3.08,
  "lumo_energy_ev": 0.008,
  "e_above_lowest_ev": 2.013
}